Record 1
Entry from the OMol25 dataset: C22H41ClNOP3Ti as an isolated structure at a distorted geometry (ωB97M-V with the def2-TZVPD basis set).

Calculated values
Total energy, eV: -90476.348
Energy relative to the best compared isomer or geometry (same formula, charge and spin), kJ/mol: 0.0
E_HOMO (spin up / spin down), eV: -19.8 / -19.8
Orbital gap (spin up / spin down), hartree: 0.1702 / 0.1702
Net charge: +4

Last column: Mulliken charge in e.
Cartesian coordinates (Å):
Ti -0.15 0.27 0.24  -0.51
P 1.80 -1.02 1.89  0.58
P 1.27 2.30 0.27  0.98
P -1.15 -2.20 0.09  1.19
H -0.10 2.51 -4.36  0.35
C -1.01 1.99 -4.07  -0.68
C -1.71 2.22 -2.96  -0.72
H -1.62 3.14 -2.40  0.64
C 3.28 -1.97 1.32  -1.20
C 2.57 0.20 3.00  -1.32
C 1.02 -2.16 3.02  -1.20
C 0.58 3.47 -0.91  -1.05
C 1.37 3.16 1.84  -1.22
C 3.02 2.09 -0.17  -1.16
C -2.57 -2.34 -1.01  -1.52
C -1.84 -3.01 1.57  -1.31
C -0.02 -3.44 -0.62  -1.14
H -1.43 1.33 -4.84  0.30
H -2.58 1.60 -2.76  0.35
H 3.85 -2.38 2.17  0.50
H 3.89 -1.27 0.73  0.42
H 2.92 -2.77 0.66  0.39
H 3.18 -0.24 3.80  0.65
H 1.78 0.78 3.47  0.42
H 3.20 0.86 2.39  0.44
H 1.72 -2.58 3.74  0.59
H 0.60 -2.99 2.47  0.24
H 0.23 -1.69 3.60  0.42
H 1.21 4.36 -1.00  0.54
H -0.42 3.78 -0.61  0.33
H 0.48 3.00 -1.89  0.16
H 1.84 4.12 1.62  0.54
H 1.97 2.62 2.57  0.36
H 0.37 3.31 2.25  0.26
H 3.58 2.99 0.15  0.49
H 3.14 1.95 -1.25  0.40
H 3.44 1.21 0.34  0.31
H -3.19 -3.21 -0.77  0.63
H -2.23 -2.42 -2.04  0.39
H -3.15 -1.43 -0.89  0.40
H -2.69 -3.64 1.30  0.54
H -2.21 -2.24 2.26  0.36
H -1.07 -3.61 2.07  0.47
H -0.54 -4.28 -1.10  0.48
H 0.63 -3.83 0.17  0.42
H 0.62 -2.97 -1.38  0.28
C 0.16 -0.60 -2.68  0.47
C 1.26 -1.08 -3.44  -0.10
C 1.02 -1.65 -4.68  -0.65
C -0.27 -1.69 -5.20  -0.80
C -1.29 -1.00 -4.55  -1.48
C -1.15 -0.72 -3.19  -0.72
O 0.40 -0.01 -1.50  0.86
H 1.53 -0.59 0.39  0.49
H 2.26 -1.02 -3.02  0.52
H 1.86 -2.07 -5.23  0.50
H -0.52 -2.32 -6.05  0.51
H -2.17 -0.67 -5.08  0.63
H -2.02 -0.48 -2.60  0.99
Cl -2.73 4.54 2.71  -0.07
C -2.54 2.85 2.75  -0.08
C -2.82 2.13 3.91  -0.29
C -2.45 0.78 3.97  -1.24
C -1.77 0.26 2.89  0.63
N -1.57 0.93 1.74  0.38
C -2.01 2.20 1.64  -0.95
H -3.28 2.62 4.76  0.51
H -2.61 0.12 4.83  0.50
H -1.33 -0.75 2.94  -0.27
H -1.86 2.66 0.69  0.90


Record 2
Entry from the OMol25 dataset: C22H41CoN6OS2Se2 as an isolated structure (ωB97M-V with the def2-TZVPD basis set).

Calculated values
Total energy, eV: -224452.862
Energy relative to the best compared isomer or geometry (same formula, charge and spin), kJ/mol: 8.0
E_HOMO (spin up / spin down), eV: -10.1 / -10.1
Orbital gap (spin up / spin down), hartree: 0.2765 / 0.2953
Spin multiplicity: 2
Net charge: +1
Expectation value of S²: 0.87

Last column: Mulliken charge in e.
Cartesian coordinates (Å):
Co -0.31 0.99 0.32  -0.25
C -2.26 -4.39 0.08  -1.23
Se -1.03 -3.16 0.96  0.25
C -2.25 -2.65 2.38  -1.23
C -3.22 -1.55 2.01  -0.61
Se -2.32 0.18 1.92  0.26
C -3.90 1.27 1.65  -1.11
H -2.62 -5.11 0.80  0.45
H -1.70 -4.91 -0.70  0.36
H -3.09 -3.85 -0.37  0.34
H -1.65 -2.37 3.25  0.46
H -2.80 -3.55 2.65  0.55
H -3.97 -1.42 2.79  0.52
H -3.73 -1.75 1.06  0.25
H -4.55 1.15 2.51  0.43
H -4.42 0.98 0.74  0.31
H -3.57 2.30 1.58  0.30
C 4.72 1.20 2.01  -1.31
N 3.51 1.34 1.21  0.35
C 3.64 2.21 0.06  -0.89
C 2.39 0.61 1.46  0.22
N 1.55 0.17 0.53  0.72
C 2.02 -0.22 -0.74  0.65
C 3.31 -0.65 -1.03  -0.75
C 3.69 -0.95 -2.33  -0.69
C 2.77 -0.81 -3.36  -0.76
C 1.46 -0.47 -3.07  -0.21
C 1.07 -0.25 -1.76  -1.26
N -0.28 -0.02 -1.37  0.92
C -1.25 -0.69 -1.95  0.32
N -1.08 -1.89 -2.56  0.84
C -1.80 -2.26 -3.77  -1.30
C -0.03 -2.83 -2.18  -1.24
N -2.52 -0.20 -1.99  0.24
C -2.77 1.22 -1.81  -1.15
C -3.65 -1.07 -1.68  -0.76
N 2.14 0.34 2.76  0.27
C 2.39 1.30 3.83  -1.28
C 1.23 -0.74 3.12  -0.93
H 5.56 0.98 1.33  0.41
H 4.62 0.38 2.71  0.39
H 4.96 2.12 2.55  0.40
H 4.32 1.78 -0.68  0.33
H 4.04 3.17 0.39  0.41
H 2.67 2.38 -0.40  0.09
H 4.04 -0.74 -0.23  0.52
H 4.70 -1.26 -2.54  0.43
H 3.07 -0.99 -4.39  0.44
H 0.73 -0.41 -3.86  0.51
H -2.44 -1.45 -4.09  0.40
H -2.40 -3.16 -3.62  0.35
H -1.07 -2.47 -4.57  0.40
H 0.38 -2.57 -1.21  0.23
H 0.78 -2.84 -2.92  0.36
H -0.47 -3.83 -2.13  0.25
H -2.06 1.80 -2.39  0.34
H -2.71 1.54 -0.77  0.14
H -3.77 1.43 -2.17  0.36
H -3.35 -2.11 -1.74  0.09
H -4.46 -0.90 -2.39  0.38
H -4.02 -0.87 -0.68  0.08
H 2.80 2.21 3.42  0.40
H 3.07 0.88 4.57  0.33
H 1.44 1.54 4.32  0.45
H 1.27 -1.52 2.37  0.26
H 0.20 -0.37 3.21  0.14
H 1.53 -1.14 4.08  0.38
C 0.34 5.94 0.09  -0.78
O 0.06 4.97 1.12  -0.28
C -0.01 3.70 0.79  0.68
S 0.16 3.11 -0.78  -0.47
S -0.32 2.60 2.04  -0.44
H 0.46 6.88 0.62  0.27
H -0.50 6.00 -0.60  0.34
H 1.24 5.68 -0.45  0.38


Record 3
Entry from the OMol25 dataset: C22H42AlNP3S as an isolated structure at a distorted geometry (ωB97M-V with the def2-TZVPD basis set).

Calculated values
Total energy, eV: -70260.123
Energy relative to the best compared isomer or geometry (same formula, charge and spin), kJ/mol: 87.5
E_HOMO, eV: -15.0
Orbital gap, hartree: 0.1828
Net charge: +3

Last column: Mulliken charge in e.
Cartesian coordinates (Å):
Al 0.40 -0.34 0.08  -0.08
P 2.04 1.18 0.90  1.29
P -1.38 0.33 1.94  0.93
P -1.32 1.89 -1.50  1.14
H 0.68 -5.48 -7.92  0.29
C 0.87 -4.46 -8.28  -0.57
C 2.12 -3.95 -8.30  -0.53
H 2.98 -4.53 -7.95  0.31
C 3.46 0.24 1.54  -1.36
C 1.67 2.36 2.25  -1.30
C 2.81 2.26 -0.35  -1.24
C -2.97 -0.54 1.66  -1.32
C -1.01 -0.25 3.64  -1.38
C -2.00 2.02 2.35  -1.41
C -0.70 1.95 -3.18  -1.09
C -0.94 3.46 -0.73  -0.97
C -3.09 1.64 -1.51  -1.18
H 0.02 -3.90 -8.68  0.26
H 2.32 -2.95 -8.71  0.27
H 3.67 -0.64 0.91  0.33
H 3.23 -0.09 2.56  0.45
H 4.32 0.92 1.53  0.54
H 1.20 1.84 3.09  0.33
H 1.00 3.16 1.89  0.34
H 2.62 2.80 2.56  0.55
H 3.27 1.65 -1.14  0.42
H 3.58 2.85 0.15  0.54
H 2.05 2.92 -0.79  0.20
H -3.65 -0.33 2.49  0.45
H -2.76 -1.62 1.62  0.40
H -3.43 -0.20 0.72  0.32
H -1.82 0.07 4.32  0.56
H -0.06 0.19 3.98  0.32
H -0.95 -1.34 3.66  0.41
H -2.60 1.95 3.27  0.54
H -2.64 2.41 1.55  0.40
H -1.16 2.70 2.53  0.36
H -1.25 2.75 -3.69  0.53
H -0.84 1.00 -3.70  0.31
H 0.37 2.17 -3.14  0.37
H -1.61 4.21 -1.17  0.51
H 0.09 3.79 -0.93  0.35
H -1.09 3.49 0.36  0.20
H -3.50 2.31 -2.29  0.49
H -3.50 1.87 -0.51  0.37
H -3.32 0.59 -1.75  0.35
C 0.77 -1.52 -3.27  0.91
C -0.62 -1.74 -3.36  -0.36
C -1.12 -2.68 -4.26  -0.73
C -0.24 -3.36 -5.11  -0.50
C 1.13 -3.11 -5.07  -0.45
C 1.63 -2.19 -4.17  -0.90
S 1.43 -0.41 -2.10  -0.23
H -0.85 0.56 -1.03  -0.17
H -1.30 -1.19 -2.70  0.23
H -2.20 -2.87 -4.31  0.42
H -0.63 -4.08 -5.83  0.45
H 1.81 -3.58 -5.77  0.34
H 2.69 -1.94 -4.13  0.47
C 1.52 -4.78 1.49  -0.26
C 1.62 -3.67 2.32  -1.31
C 1.23 -2.42 1.88  0.05
N 0.72 -2.23 0.63  0.31
C 0.58 -3.32 -0.18  0.04
C 0.97 -4.58 0.22  -0.97
H 1.84 -5.78 1.81  0.46
H 2.01 -3.78 3.33  0.45
H 1.31 -1.55 2.54  0.75
H 0.12 -3.10 -1.14  0.52
H 0.84 -5.42 -0.45  0.50


Record 4
Entry from the OMol25 dataset: C22H42Ca2Cl4FN3O3P as an isolated structure at a distorted geometry (ωB97M-V with the def2-TZVPD basis set).

Calculated values
Total energy, eV: -133052.705
E_HOMO, eV: -8.2
Orbital gap, hartree: 0.0534
Net charge: +1

Last column: Mulliken charge in e.
Cartesian coordinates (Å):
C -3.53 -0.19 -2.88  -0.24
C -3.25 -1.57 -3.72  0.19
O -3.73 -2.73 -3.18  -0.47
N -2.57 -1.70 -5.06  -0.32
C -1.06 -1.39 -4.95  -0.14
C -0.93 0.22 -5.36  -0.12
C 0.41 0.95 -4.74  -0.26
C 0.31 2.61 -4.70  -1.04
P -1.29 3.27 -3.90  0.70
N -2.86 3.84 -3.22  -0.87
C -0.39 4.00 -2.38  -1.00
C 0.56 2.94 -1.57  0.12
C 0.14 2.78 0.04  -0.71
C -0.89 1.51 0.17  0.10
C -0.54 0.77 1.62  -0.68
C -0.76 -0.84 1.37  0.10
C 0.72 -1.56 1.17  0.64
C 0.62 -3.03 0.38  -0.12
O -0.49 -3.84 0.92  -0.26
C -1.62 -3.93 -0.02  0.61
C -3.11 -3.50 0.60  -0.66
O -1.50 -4.36 -1.29  -0.56
H -4.53 -0.28 -2.24  0.36
H -2.59 0.02 -2.20  -0.23
H -3.65 0.78 -3.57  0.23
H -3.01 -1.08 -5.80  0.35
H -0.72 -1.51 -3.84  -0.04
H -0.44 -2.06 -5.71  0.28
H -0.88 0.33 -6.54  0.21
H -1.95 0.70 -5.03  -0.09
H 1.29 0.72 -5.51  0.36
H 0.78 0.49 -3.71  0.12
H 1.31 3.04 -4.26  0.30
H 0.29 2.94 -5.85  0.44
H -1.46 1.99 -3.25  -0.57
H -2.01 2.88 -5.08  0.26
H -1.07 4.57 -4.56  0.20
H -3.53 3.95 -4.03  0.33
H -3.22 3.15 -2.51  0.22
H 0.23 4.96 -2.74  0.34
H -1.24 4.40 -1.65  0.38
H 0.61 1.87 -2.03  -0.32
H 1.66 3.39 -1.59  0.36
H -0.33 3.75 0.50  0.29
H 1.16 2.56 0.61  0.26
H -0.67 0.73 -0.68  -0.19
H -2.03 1.81 0.12  0.28
H -1.20 1.22 2.50  0.34
H 0.61 0.90 1.91  0.23
H -1.39 -1.31 2.24  0.34
H -1.35 -1.06 0.37  -0.30
H 1.27 -1.79 2.18  -1.01
H 1.37 -0.85 0.50  0.24
H 1.62 -3.61 0.66  -0.03
H 0.53 -2.77 -0.76  0.24
H -3.25 -3.97 1.68  0.40
H -3.98 -3.81 -0.13  0.24
H -3.12 -2.32 0.75  0.08
C 1.20 -3.70 4.48  0.21
Cl 0.96 -4.48 6.05  -0.18
Cl 0.99 -1.94 4.61  -0.27
Cl 2.81 -4.08 3.84  -0.18
H 0.45 -4.08 3.78  0.47
Ca 4.09 -2.43 2.08  0.85
N 3.03 1.35 6.01  -0.49
C 3.90 2.28 6.46  -0.31
C 5.24 2.03 6.72  -0.32
C 5.72 0.74 6.50  -0.40
C 4.84 -0.24 6.04  -0.57
C 3.52 0.11 5.81  -0.11
H 3.48 3.27 6.61  0.38
H 5.89 2.82 7.07  0.38
H 6.76 0.50 6.70  0.40
H 5.19 -1.26 5.87  0.26
H 2.81 -0.62 5.45  0.86
F -4.66 -3.77 2.23  -0.75
Ca 0.58 -2.19 7.14  1.44
Cl 3.87 -3.29 6.52  -0.55


Record 5
Entry from the OMol25 dataset: C22H42Cl3CoN2O4SSi as an isolated structure at a distorted geometry (ωB97M-V with the def2-TZVPD basis set).

Calculated values
Total energy, eV: -128563.768
Energy relative to the best compared isomer or geometry (same formula, charge and spin), kJ/mol: 719.8
E_HOMO (spin up / spin down), eV: -7.4 / -7.6
Orbital gap (spin up / spin down), hartree: 0.2621 / 0.2556
Spin multiplicity: 5
Expectation value of S²: 6.33

Last column: Mulliken charge in e.
Cartesian coordinates (Å):
C 2.78 -1.06 -4.13  -1.33
C 1.97 -0.49 -5.24  0.10
H 2.99 -2.12 -4.30  0.42
H 2.24 -1.00 -3.19  0.25
H 3.74 -0.55 -4.00  0.26
C 1.90 -0.98 -6.48  0.08
C 2.60 -2.17 -7.04  -1.40
H 1.26 -0.46 -7.18  0.30
H 2.66 -2.97 -6.30  0.35
H 3.63 -1.92 -7.31  0.27
H 2.11 -2.57 -7.93  0.37
Co -0.24 0.01 3.24  0.33
Cl 1.22 1.53 4.50  -0.21
Cl 1.19 -0.29 1.64  -0.49
H -3.72 1.99 6.98  0.31
H -1.76 1.74 8.88  0.30
C -3.51 0.92 6.89  -0.98
C -1.62 0.73 8.48  -0.72
N -2.10 0.66 7.11  0.24
H -3.77 0.58 5.89  0.29
C -1.29 0.38 6.13  -0.04
O -1.67 0.33 4.92  -0.56
H -0.56 0.49 8.51  0.08
H -0.24 0.20 6.40  0.36
H -4.12 0.39 7.63  0.33
H -2.16 0.03 9.12  0.34
H 0.41 -4.45 1.63  0.31
H -0.63 -2.66 -0.08  0.37
C -0.57 -4.48 2.12  -0.91
C -1.55 -3.02 0.38  -1.08
N -1.32 -3.29 1.78  0.23
H -0.42 -4.53 3.19  0.33
C -1.61 -2.38 2.71  -0.08
O -1.65 -1.15 2.49  -0.65
H -2.30 -2.24 0.28  0.31
H -1.85 -2.80 3.69  0.70
H -1.10 -5.37 1.79  0.34
H -1.87 -3.93 -0.13  0.35
O -0.15 0.38 -4.47  -0.42
C 1.16 0.74 -4.89  0.46
C -0.04 1.75 -6.88  0.18
C 1.08 1.69 -6.06  -0.35
H -0.88 1.12 -6.66  0.46
C -0.06 2.63 -7.96  -0.82
H 1.67 1.25 -4.07  0.69
C 2.17 2.52 -6.33  -0.46
H -0.94 2.67 -8.59  0.40
C 1.02 3.45 -8.22  -0.39
C 2.14 3.39 -7.40  -0.70
H 3.05 2.46 -5.70  0.39
H 1.00 4.13 -9.07  0.39
H 2.99 4.03 -7.60  0.40
Si -0.96 1.09 -3.18  0.35
Cl 0.55 -1.89 4.60  -0.26
C -2.76 0.67 -3.51  -1.10
C -0.69 2.94 -3.18  -1.07
C -0.42 0.36 -1.55  -0.68
H -3.02 0.84 -4.55  0.28
H -3.42 1.28 -2.89  0.35
H -2.96 -0.37 -3.28  0.30
H -0.59 -0.72 -1.52  -0.03
H -0.99 0.80 -0.72  0.32
H 0.63 0.54 -1.35  0.29
H -0.84 3.37 -4.17  0.33
H 0.31 3.21 -2.84  0.32
H -1.40 3.43 -2.50  0.44
C 1.20 -1.47 7.45  -0.82
S 1.77 -0.30 6.12  0.11
C 1.71 1.26 7.23  -0.89
O 0.13 -0.02 4.87  0.03
H 0.17 -1.34 7.83  0.29
H 1.89 -1.32 8.30  0.35
H 1.32 -2.52 7.14  0.36
H 2.72 1.72 7.31  0.36
H 1.01 2.06 6.91  0.34
H 1.40 1.06 8.27  0.32


Record 6
Entry from the OMol25 dataset: C22H42Cl3MnN2O3SSi as an isolated structure at a distorted geometry (ωB97M-V with the def2-TZVPD basis set).

Calculated values
Total energy, eV: -120225.696
E_HOMO (spin up / spin down), eV: -4.4 / -5.0
Orbital gap (spin up / spin down), hartree: 0.2531 / 0.2742
Spin multiplicity: 6
Net charge: -1
Expectation value of S²: 8.76

Last column: Mulliken charge in e.
Cartesian coordinates (Å):
C -1.72 -2.37 -5.67  -1.23
C -1.39 -2.88 -4.29  0.07
H -1.77 -3.18 -6.40  0.44
H -0.90 -1.72 -5.97  0.13
H -2.64 -1.79 -5.70  0.16
C -1.10 -4.16 -4.05  0.52
C -1.19 -5.24 -5.08  -1.75
H -0.72 -4.50 -3.08  0.52
H -0.56 -5.02 -5.96  0.34
H -2.22 -5.34 -5.45  0.37
H -0.88 -6.21 -4.67  0.35
Mn -0.04 1.83 0.57  0.81
Cl -2.08 2.59 0.94  -0.71
Cl 1.36 3.37 -0.29  -0.72
H 2.17 5.85 3.28  0.30
H -1.27 6.63 3.17  0.31
C 1.63 5.63 2.36  -0.82
C -0.80 6.19 2.27  -0.84
N 0.26 5.27 2.64  0.27
H 2.12 4.81 1.84  0.25
C -0.04 4.10 3.25  -0.16
O 0.75 3.18 3.46  -0.65
H -1.59 5.66 1.71  0.28
H -1.12 4.01 3.50  0.42
H 1.62 6.52 1.73  0.30
H -0.37 7.00 1.66  0.28
H 2.55 -0.31 -2.76  0.30
H 2.92 -2.81 -2.74  0.31
C 3.30 -0.26 -1.95  -1.01
C 3.56 -2.70 -1.86  -1.04
N 3.25 -1.48 -1.16  0.50
H 3.10 0.60 -1.30  0.22
C 3.39 -1.48 0.20  -0.02
O 3.72 -0.54 0.91  -0.55
H 3.39 -3.53 -1.17  0.30
H 3.17 -2.48 0.62  0.20
H 4.29 -0.17 -2.45  0.38
H 4.61 -2.71 -2.20  0.33
O -0.50 -0.67 -3.79  -0.40
C -1.33 -1.76 -3.25  -0.20
C 0.22 -3.00 -1.63  -0.18
C -0.93 -2.23 -1.84  1.16
H 0.92 -3.15 -2.45  0.71
C 0.38 -3.74 -0.45  -1.02
H -2.36 -1.37 -3.17  0.37
C -1.82 -2.08 -0.77  -0.43
H 1.22 -4.43 -0.35  0.35
C -0.55 -3.64 0.59  -0.73
C -1.65 -2.78 0.43  -0.83
H -2.70 -1.46 -0.91  0.31
H -0.47 -4.26 1.49  0.41
H -2.38 -2.68 1.23  0.41
Si -0.75 0.82 -4.42  0.40
Cl 0.90 -0.03 0.23  -0.17
C 0.96 1.50 -4.62  -1.10
C -1.60 1.64 -2.97  -0.70
C -1.87 0.93 -5.88  -1.15
H 1.68 0.68 -4.69  0.26
H 1.22 2.05 -3.71  0.26
H 1.16 2.16 -5.46  0.43
H -1.36 0.60 -6.80  0.29
H -2.18 1.97 -6.01  0.49
H -2.79 0.36 -5.68  0.29
H -1.94 0.88 -2.25  -0.02
H -2.47 2.24 -3.22  0.43
H -0.90 2.27 -2.42  0.17
C 0.58 -1.14 3.06  -0.72
S -0.92 -0.40 2.41  0.20
C -1.79 0.08 3.89  -0.98
H 1.46 -0.61 2.67  0.20
H 0.64 -2.18 2.72  0.13
H 0.56 -1.09 4.15  0.40
H -1.65 -0.66 4.67  0.36
H -1.43 1.07 4.18  0.15
H -2.85 0.14 3.60  0.31